[1]
Formula: C62H62F6N4O
Source: the OMol25 dataset
Level of theory: ωB97M-V/def2-TZVPD

Calculated values
2S+1: 1
F_max: 2.63 eV/A
gap between HOMO and LUMO: 5.46 eV

Each line ends with the Mulliken charge.
Geometry (Å):
C (3.2317, -1.8906, 3.0968)  -1.40
C (3.1300, -1.9054, 1.5706)  1.62
C (2.7761, -3.2986, 1.0275)  -1.87
C (4.3935, -1.3430, 0.9504)  0.72
C (5.4790, -2.1719, 0.7262)  -0.44
C (6.6627, -1.6794, 0.2228)  -1.58
C (6.7845, -0.3349, -0.0474)  -0.22
C (5.7296, 0.5289, 0.1816)  1.28
C (5.8854, 2.0074, -0.0851)  1.50
C (6.1143, 2.2912, -1.5729)  -1.57
C (6.9598, 2.6253, 0.8158)  -1.59
C (4.5194, 0.0287, 0.6796)  -2.00
N (3.4422, 0.9538, 0.9531)  2.07
N (3.5281, 1.9171, 1.8684)  -1.01
N (2.3609, 2.5217, 1.8852)  1.83
C (2.0788, 3.6955, 2.6872)  -1.26
C (1.7487, 4.9364, 2.1141)  0.34
C (1.7055, 5.1136, 0.6055)  2.78
C (3.0782, 4.8438, -0.0099)  -0.92
C (1.1364, 6.4655, 0.1464)  -2.25
C (1.5012, 6.0135, 2.9499)  -0.67
C (1.5727, 5.8930, 4.3190)  -1.73
C (1.9077, 4.6826, 4.8798)  -0.48
C (2.1671, 3.5844, 4.0798)  1.32
C (2.5678, 2.2736, 4.7114)  1.95
C (1.4501, 1.7257, 5.6049)  -1.40
C (3.9096, 2.4088, 5.4420)  -1.62
C (1.4359, 1.9392, 0.9765)  -1.15
C (0.0565, 2.3271, 0.7867)  0.57
C (-0.7906, 2.4986, 1.8908)  -0.68
C (-2.0847, 2.9263, 1.7273)  0.06
C (-3.0145, 2.9699, 2.9264)  0.48
F (-3.8723, 4.0004, 2.7739)  -0.28
F (-3.6871, 1.8001, 2.9749)  -0.15
F (-2.2705, 3.1317, 4.0416)  -0.24
C (-2.5419, 3.2659, 0.4664)  -0.94
C (-1.7128, 3.1453, -0.6350)  -0.39
C (-2.1658, 3.6501, -1.9913)  0.73
F (-1.1414, 3.5314, -2.8630)  -0.28
F (-3.2196, 2.9095, -2.3910)  -0.24
F (-2.5160, 4.9476, -1.8606)  -0.25
C (-0.4479, 2.6339, -0.4875)  -0.46
C (2.1831, 0.9612, 0.2852)  1.39
C (1.7727, 0.1554, -0.7271)  -2.54
H (3.4114, -0.8812, 3.4697)  0.27
H (2.3207, -2.2646, 3.5664)  0.40
H (4.0623, -2.5100, 3.4346)  0.30
H (2.3029, -1.2339, 1.2916)  -0.09
H (2.7770, -3.3143, -0.0629)  0.39
H (3.4902, -4.0493, 1.3640)  0.37
H (1.7896, -3.6245, 1.3589)  0.43
H (5.3989, -3.2200, 0.9534)  0.32
H (7.4934, -2.3435, 0.0519)  0.38
H (7.7116, 0.0554, -0.4294)  0.44
H (4.9283, 2.4767, 0.1890)  -0.71
H (5.3111, 1.8748, -2.1826)  0.41
H (6.1624, 3.3612, -1.7782)  0.39
H (7.0453, 1.8456, -1.9211)  0.35
H (6.7422, 2.4411, 1.8689)  0.34
H (7.9410, 2.1977, 0.6128)  0.35
H (7.0325, 3.7044, 0.6762)  0.41
H (1.0139, 4.3498, 0.2237)  -1.31
H (3.4078, 3.8328, 0.2218)  -0.24
H (3.0650, 4.9458, -1.0956)  0.43
H (3.8269, 5.5287, 0.3870)  0.34
H (0.1429, 6.6412, 0.5612)  0.49
H (1.7817, 7.2893, 0.4512)  0.47
H (1.0408, 6.5152, -0.9392)  0.40
H (1.2469, 6.9680, 2.5258)  0.49
H (1.3765, 6.7470, 4.9455)  0.39
H (1.9748, 4.5859, 5.9499)  0.45
H (2.7117, 1.5509, 3.8904)  -0.88
H (0.5180, 1.6123, 5.0494)  0.30
H (1.7075, 0.7528, 6.0239)  0.41
H (1.2435, 2.4004, 6.4345)  0.31
H (4.6908, 2.7636, 4.7672)  0.36
H (3.8464, 3.1279, 6.2590)  0.33
H (4.2367, 1.4568, 5.8608)  0.43
H (-0.4234, 2.2881, 2.8783)  0.71
H (-3.5425, 3.6483, 0.3467)  0.57
H (0.1855, 2.5570, -1.3528)  0.93
H (0.7650, 0.1901, -1.0915)  0.54
H (2.4418, -0.5557, -1.1650)  0.32
C (-3.8021, -2.4692, 4.6203)  -1.08
N (-4.6207, -2.5662, 3.4100)  0.30
C (-5.9003, -3.2524, 3.6086)  -1.05
C (-4.1093, -2.2605, 2.1162)  -0.27
C (-3.4371, -3.2350, 1.3468)  -0.15
C (-3.0059, -2.9492, 0.0859)  -1.12
C (-3.2200, -1.6782, -0.4974)  0.71
C (-2.8787, -1.4071, -1.8609)  -0.83
C (-2.9595, -2.3172, -2.9180)  0.55
C (-2.4889, -1.9642, -4.2156)  -1.33
C (-2.7469, -2.7264, -5.3179)  0.26
C (-2.2423, -2.3251, -6.6415)  0.18
C (-0.9232, -1.9049, -6.8063)  -0.39
C (-0.4585, -1.5094, -8.0410)  -0.66
C (-1.2992, -1.5190, -9.1354)  -0.36
C (-2.6036, -1.9469, -8.9939)  -0.68
C (-3.0692, -2.3557, -7.7643)  -0.30
C (-3.5530, -3.9397, -5.1901)  0.40
O (-3.8787, -4.5944, -6.1725)  -0.70
C (-3.9531, -4.3486, -3.8469)  0.04
C (-4.7300, -5.5803, -3.6403)  0.06
C (-4.4296, -6.4413, -2.5851)  -0.34
C (-5.1693, -7.5831, -2.3762)  -0.73
C (-6.2310, -7.8840, -3.2053)  -0.36
C (-6.5420, -7.0422, -4.2542)  -0.70
C (-5.7969, -5.9058, -4.4760)  -0.30
C (-3.6481, -3.5568, -2.7832)  -0.96
C (-3.8200, -0.6808, 0.3070)  -0.91
C (-4.2626, -0.9688, 1.5645)  -0.10
H (-2.8403, -2.0203, 4.3847)  0.29
H (-4.3059, -1.8543, 5.3634)  0.33
H (-3.6349, -3.4611, 5.0349)  0.35
H (-6.4195, -3.3606, 2.6597)  0.30
H (-5.7329, -4.2406, 4.0305)  0.34
H (-6.5284, -2.6802, 4.2884)  0.33
H (-3.2692, -4.2083, 1.7760)  0.50
H (-2.4535, -3.6878, -0.4695)  0.82
H (-2.6616, -0.3830, -2.1174)  0.56
H (-1.9229, -1.0571, -4.3283)  0.72
H (-0.2607, -1.9189, -5.9576)  0.51
H (0.5657, -1.1957, -8.1533)  0.38
H (-0.9366, -1.1983, -10.0987)  0.38
H (-3.2604, -1.9625, -9.8486)  0.38
H (-4.0767, -2.7209, -7.6557)  0.40
H (-3.5931, -6.2141, -1.9461)  0.49
H (-4.9130, -8.2473, -1.5683)  0.38
H (-6.8114, -8.7766, -3.0379)  0.38
H (-7.3685, -7.2761, -4.9049)  0.38
H (-6.0210, -5.2564, -5.3055)  0.41
H (-4.0304, -3.8444, -1.8221)  1.14
H (-3.9743, 0.3007, -0.1104)  0.50
H (-4.7538, -0.2152, 2.1572)  0.50



[2]
Formula: C62H69IN3PY
Source: the OMol25 dataset
Level of theory: ωB97M-V/def2-TZVPD

Calculated values
total charge: -1
ΔE to the lowest compared entry with this formula, charge and spin: 2.267 eV
2S+1: 1
F_max: 0.73 eV/A
gap between HOMO and LUMO: 6.25 eV

Each line ends with the Mulliken charge.
Geometry (Å):
Y (-0.5044, 0.3448, -0.5809)  -0.75
C (-0.3710, 3.4527, -2.3920)  -1.36
C (-0.7799, 2.7874, -1.1947)  0.67
C (-2.2187, 2.6368, -1.2998)  0.64
C (-2.6059, 3.1030, -2.5438)  -1.73
C (-1.4696, 3.6257, -3.2099)  -1.31
H (0.6308, 3.7992, -2.5943)  0.72
H (-0.2373, 2.9998, -0.2722)  0.47
H (-2.8898, 2.2197, -0.5606)  0.47
H (-3.6113, 3.0620, -2.9401)  0.53
H (-1.4636, 4.0663, -4.1982)  0.41
C (2.9981, -3.9722, 2.1790)  -1.05
N (3.4902, -2.6206, 2.3667)  0.87
C (4.9163, -2.5540, 2.1258)  -1.00
C (3.1864, -2.0922, 3.6921)  -1.75
C (1.7100, -1.9974, 3.9996)  1.00
C (1.1700, -2.7540, 5.0359)  -0.74
C (-0.1789, -2.6755, 5.3581)  -1.15
C (-1.0021, -1.8220, 4.6399)  -0.12
C (-0.4637, -1.0574, 3.6131)  -0.21
C (0.8783, -1.1446, 3.2724)  -0.14
H (3.4826, -4.6911, 2.8656)  0.29
H (3.2008, -4.2864, 1.1526)  0.31
H (1.9216, -4.0113, 2.3449)  0.23
H (5.4940, -3.1289, 2.8728)  0.40
H (5.2499, -1.5137, 2.1594)  0.23
H (5.1412, -2.9546, 1.1370)  0.07
H (3.6271, -1.0917, 3.7444)  0.50
H (3.6799, -2.7008, 4.4737)  0.32
H (1.8215, -3.4153, 5.5979)  0.34
H (-0.5810, -3.2785, 6.1629)  0.39
H (-2.0621, -1.7572, 4.8593)  0.53
H (-1.1220, -0.4106, 3.0515)  0.17
I (1.6643, 0.2504, 1.7499)  0.36
C (2.4695, 2.1143, 0.2493)  0.45
C (2.1796, 3.3100, 0.8631)  -0.02
C (3.0820, 4.3987, 0.9100)  -1.24
C (4.3449, 4.2583, 0.4161)  -0.98
C (4.7213, 3.0513, -0.2239)  1.59
C (6.0266, 2.8677, -0.7345)  -0.85
C (6.3589, 1.7323, -1.4177)  -1.11
C (5.3758, 0.7598, -1.6756)  -0.35
C (4.1070, 0.8879, -1.1669)  0.48
P (2.7051, -0.0543, -1.8858)  1.75
C (2.9376, 0.6780, -3.5665)  1.00
C (3.4274, 0.0135, -4.6847)  -0.65
C (3.5727, 0.6862, -5.8923)  -0.58
C (3.2384, 2.0277, -5.9935)  -0.81
C (2.7706, 2.7029, -4.8731)  -0.57
C (2.6267, 2.0319, -3.6719)  -0.35
C (3.3453, -1.7508, -2.1519)  0.98
C (2.6954, -2.5587, -3.0865)  -0.91
C (3.1604, -3.8371, -3.3576)  -1.17
C (4.2491, -4.3486, -2.6660)  -0.94
C (4.8676, -3.5743, -1.6966)  -0.81
C (4.4234, -2.2827, -1.4472)  -0.85
C (3.7527, 2.0177, -0.3718)  -0.90
H (1.2365, 3.4224, 1.3956)  0.09
H (2.7839, 5.3272, 1.3849)  0.43
H (5.0740, 5.0567, 0.4998)  0.34
H (6.7581, 3.6554, -0.5879)  0.36
H (7.3578, 1.6021, -1.8158)  0.43
H (5.6159, -0.0580, -2.3444)  0.51
H (3.6940, -1.0336, -4.6287)  0.36
H (3.9476, 0.1532, -6.7577)  0.44
H (3.3433, 2.5457, -6.9387)  0.34
H (2.5075, 3.7516, -4.9364)  0.44
H (2.2683, 2.5582, -2.7964)  -0.06
H (1.8334, -2.1833, -3.6275)  0.73
H (2.6490, -4.4371, -4.0973)  0.41
H (4.6030, -5.3513, -2.8716)  0.41
H (5.7054, -3.9698, -1.1347)  0.41
H (4.9154, -1.6880, -0.6888)  0.61
C (-2.0845, -3.0454, 1.5543)  -0.07
C (-3.5209, -2.7718, 1.9641)  0.52
C (-4.5213, -3.4925, 1.0532)  -1.63
C (-3.9153, -1.3197, 2.2400)  0.31
C (-5.0206, -1.2338, 3.0774)  -1.03
C (-5.4609, -0.0286, 3.5809)  -1.36
C (-4.6661, 1.0709, 3.3505)  -1.19
C (-3.5155, 1.0458, 2.5589)  0.80
C (-2.7116, 2.3432, 2.7413)  -0.16
C (-2.2841, 2.4501, 4.2178)  -1.53
C (-1.4880, 2.5651, 1.8741)  -0.34
C (-3.2269, -0.1374, 1.8091)  -0.77
N (-2.4151, -0.1996, 0.6353)  2.21
C (-3.1234, -0.8242, -0.4240)  -0.50
C (-2.5956, -1.3236, -1.5645)  -1.56
N (-1.2263, -1.2865, -1.9320)  3.50
C (-0.9134, -2.0995, -3.0640)  -1.32
C (-0.4830, -3.4366, -2.8929)  1.04
C (-0.1548, -4.2150, -3.9975)  -0.88
C (-0.2288, -3.7109, -5.2803)  -1.35
C (-0.6668, -2.4113, -5.4524)  -1.09
C (-1.0279, -1.5971, -4.3783)  1.31
C (-1.5209, -0.2083, -4.7573)  -0.08
C (-2.9226, 0.1428, -4.2646)  -1.74
C (-0.5014, 0.8713, -4.4231)  -0.70
C (-0.4383, -4.0966, -1.5334)  1.86
C (-1.6479, -5.0253, -1.4143)  -1.78
C (0.8403, -4.8784, -1.2426)  -1.58
H (-1.8883, -4.1171, 1.6407)  0.74
H (-1.3841, -2.5250, 2.1971)  -0.92
H (-1.9035, -2.7441, 0.5289)  -0.76
H (-3.6283, -3.2390, 2.9511)  0.81
H (-4.4733, -3.1054, 0.0378)  0.20
H (-5.5428, -3.3696, 1.4185)  0.46
H (-4.2999, -4.5617, 1.0202)  0.40
H (-5.5329, -2.1517, 3.3487)  0.43
H (-6.3572, 0.0428, 4.1838)  0.37
H (-4.9350, 2.0156, 3.8104)  0.48
H (-3.4005, 3.1709, 2.5417)  0.69
H (-1.6985, 3.3594, 4.3694)  0.50
H (-1.6611, 1.5993, 4.5026)  0.22
H (-3.1354, 2.4767, 4.8972)  0.44
H (-0.9061, 1.6548, 1.7556)  -0.40
H (-0.8242, 3.3027, 2.3297)  0.48
H (-1.7788, 2.9431, 0.9063)  0.27
H (-4.2055, -0.8607, -0.3409)  0.55
H (-3.2665, -1.7582, -2.3000)  0.29
H (0.1579, -5.2423, -3.8487)  0.47
H (0.0334, -4.3238, -6.1345)  0.40
H (-0.7470, -2.0052, -6.4545)  0.32
H (-1.5843, -0.2317, -5.8502)  0.70
H (-2.9545, 0.3246, -3.1924)  0.10
H (-3.6295, -0.6559, -4.5027)  0.42
H (-3.2576, 1.0588, -4.7568)  0.51
H (-0.2748, 0.9043, -3.3544)  -0.26
H (-0.8767, 1.8596, -4.6868)  0.44
H (0.4330, 0.6932, -4.9574)  0.25
H (-0.5111, -3.3100, -0.7887)  -0.61
H (-1.5691, -5.8330, -2.1486)  0.42
H (-2.5753, -4.4868, -1.6006)  0.30
H (-1.7028, -5.4719, -0.4225)  0.49
H (0.9747, -5.7179, -1.9300)  0.25
H (0.7820, -5.2992, -0.2358)  0.58
H (1.7239, -4.2448, -1.3030)  0.02



Q: Number 1 is which compound?
A: C62H62F6N4O



Q: What is the formula in the first record?
A: C62H62F6N4O



Q: Which formula does entry 1 have?
A: C62H62F6N4O